Molecular formula: C2H10NO2S
Method: DFT, the ωB97M-V functional and the def2-TZVPD basis

Geometry as XYZ:
```
16
Properties=species:S:1:pos:R:3:forces:R:3
C 0.322 0.065 -0.316 -1.3 2.5 -0.4
C 0.079 -1.448 -0.256 0.3 0.6 0.5
S -1.678 -1.845 -0.401 0.2 -0.1 0.3
N -0.492 0.779 -1.372 0.2 -1.2 0.4
H -0.071 0.538 0.612 0.3 -0.7 -0.2
H 1.312 0.545 -0.399 0.2 -1.3 -0.1
H 0.604 -2.084 -0.982 0.2 0.4 0.3
H 0.373 -1.661 0.787 0.0 -0.8 -0.4
H -0.475 0.157 -2.183 0.1 0.4 -0.2
H -1.448 0.667 -1.040 -0.1 0.3 -0.2
H -2.348 4.398 -0.654 0.2 0.0 0.4
H -1.789 4.397 0.810 -0.1 -0.1 -0.3
O -1.990 4.956 0.051 -0.1 0.1 -0.1
H 2.115 -3.485 1.199 -0.2 -0.1 0.0
H 2.585 -2.757 2.461 0.0 0.0 0.0
O 2.901 -3.223 1.682 0.2 0.1 0.0
```
Positions in Å, forces in eV/Å.

**Kohn-Sham gap (alpha / beta)**: 0.3793 / 0.2591 hartree
**Multiplicity**: 2


Molecular formula: C2H10NO3
Method: DFT, the ωB97M-V functional and the def2-TZVPD basis

Geometry as XYZ:
```
16
Properties=species:S:1:pos:R:3:forces:R:3
C -0.309 -0.165 1.174 -0.9 2.3 -1.3
O 0.462 0.825 0.433 -2.2 -1.3 1.5
C -1.284 -1.100 0.279 0.9 1.8 -0.7
N -0.644 -1.740 -0.912 -1.1 1.3 -0.7
H 0.349 -0.833 1.711 0.5 -0.4 0.2
H -0.949 0.378 1.998 0.7 -1.0 -1.4
H -1.527 -1.897 0.922 -0.9 -1.0 1.0
H -2.182 -0.569 -0.117 0.4 -0.2 0.8
H -0.915 -1.171 -1.755 0.4 -0.8 1.2
H 0.313 -1.498 -0.790 1.4 -0.1 -0.2
H 0.310 2.549 -0.231 1.6 -3.4 2.4
H -0.425 2.558 -1.607 0.8 0.5 1.9
O -0.146 3.079 -0.804 -2.7 3.0 -4.4
H 3.162 -0.150 -0.259 -0.2 0.2 0.1
H 1.508 0.232 0.102 -0.2 0.3 0.2
O 2.275 -0.498 -0.144 1.3 -1.3 -0.5
```
Positions in Å, forces in eV/Å.

**Kohn-Sham gap**: 0.3039 hartree
**Multiplicity**: 1
**Net charge**: -1


Molecular formula: C2H10NO4
Method: DFT, the ωB97M-V functional and the def2-TZVPD basis

Geometry as XYZ:
```
17
Properties=species:S:1:pos:R:3:forces:R:3
O -0.784 -0.641 -1.019 -1.6 0.5 -1.0
C -1.296 -0.767 0.122 0.9 -3.0 0.8
O 0.987 0.112 -1.829 0.1 1.0 0.7
C -2.155 0.282 0.744 3.6 -0.5 2.3
N -1.574 1.413 0.517 -1.6 0.6 -3.3
H 1.733 -0.313 -1.288 0.9 -0.4 0.7
H -1.468 -1.832 0.371 0.2 0.2 0.5
H -2.584 0.183 1.743 -1.7 -0.4 -0.7
H -2.216 2.166 0.239 0.6 0.9 1.3
H 0.024 -0.659 0.926 0.1 1.1 1.0
H -0.905 1.175 -0.233 0.5 1.5 -0.3
H 1.740 -0.079 0.925 1.9 -0.4 -0.7
H 3.324 -1.249 -0.129 -0.1 0.0 0.1
O 2.626 -0.588 -0.127 -0.9 0.3 -0.5
H 1.137 0.029 -2.775 -0.2 -0.3 -0.3
H 1.622 0.796 2.293 -0.5 -0.1 0.3
O 1.140 0.268 1.643 -2.1 -0.9 -1.0
```
Positions in Å, forces in eV/Å.

**Kohn-Sham gap**: 0.1848 hartree
**Multiplicity**: 1
**Net charge**: +1


Molecular formula: C2H10NO5
Method: DFT, the ωB97M-V functional and the def2-TZVPD basis

Geometry as XYZ:
```
18
Properties=species:S:1:pos:R:3:forces:R:3
O -0.738 -2.235 1.892 -0.5 0.0 -0.1
C -0.694 -1.691 0.779 1.2 -0.6 3.1
N 0.304 -0.865 0.426 -3.1 -0.1 -3.6
C 0.103 -0.321 -1.068 3.0 -0.9 1.6
O 0.915 0.725 -1.068 0.3 0.6 -1.3
H -1.553 -1.973 0.109 1.1 0.8 -0.4
H 1.043 -0.306 0.860 -0.7 -0.7 0.5
H -0.943 -0.184 -1.329 -0.5 0.1 0.3
H 0.564 -1.176 -1.631 -0.9 0.2 -0.3
H 0.846 2.641 -1.240 1.3 -3.4 -0.7
H -0.363 2.844 -0.112 3.2 0.9 -3.3
O 0.306 3.260 -0.850 -4.8 2.9 4.2
H -3.782 0.399 1.342 2.5 2.2 0.4
H -2.189 0.697 1.719 -2.6 1.0 -0.8
O -3.077 1.162 1.454 0.2 -3.2 0.4
H 2.223 -0.042 -1.372 1.8 -0.9 0.3
H 2.342 -1.395 -0.842 0.5 -0.7 0.2
O 2.997 -0.836 -1.272 -2.0 1.7 -0.3
```
Positions in Å, forces in eV/Å.

**Kohn-Sham gap**: 0.2962 hartree
**Multiplicity**: 1
**Net charge**: -1


Molecular formula: C2H10NS
Method: DFT, the ωB97M-V functional and the def2-TZVPD basis

Geometry as XYZ:
```
14
Properties=species:S:1:pos:R:3:forces:R:3
N -2.332 -0.223 0.604 -3.4 0.3 2.2
H -1.984 0.078 1.545 0.1 -0.3 -1.0
H -2.932 0.603 0.270 0.9 -1.8 0.3
H -2.933 -1.112 0.823 1.2 2.0 -0.9
H -1.562 -0.437 -0.027 1.2 -0.2 -0.6
C 0.957 0.606 0.877 -2.3 1.9 1.1
S 0.588 -0.807 -0.112 0.8 -0.3 -1.3
C 1.616 -0.421 -1.655 1.3 -1.7 2.2
H 0.392 1.544 0.534 0.8 -1.2 0.4
H 0.691 0.459 1.956 0.1 -0.2 -0.9
H 1.979 0.832 0.885 1.6 0.2 -0.1
H 2.426 -1.223 -1.672 -1.4 0.9 -0.4
H 2.142 0.513 -1.563 -0.2 0.5 0.3
H 0.951 -0.411 -2.465 -0.6 -0.2 -1.3
```
Positions in Å, forces in eV/Å.

**Kohn-Sham gap**: 0.3257 hartree
**Multiplicity**: 1
**Net charge**: +1


Molecular formula: C2H10NS
Method: DFT, the ωB97M-V functional and the def2-TZVPD basis

Geometry as XYZ:
```
14
Properties=species:S:1:pos:R:3:forces:R:3
C 2.070 -0.637 0.103 -0.5 -0.7 -0.7
S 0.590 -1.708 -0.016 0.0 -0.3 0.2
H 0.556 -1.901 -1.336 0.1 0.0 -0.1
H 2.842 -1.107 0.696 -0.1 0.1 0.4
H 1.688 0.287 0.496 0.5 0.5 0.3
H 2.473 -0.514 -0.894 0.0 0.3 -0.1
C -1.135 1.332 0.512 0.9 -0.7 0.6
N -1.825 2.334 -0.351 -0.1 -1.0 0.2
H -1.690 3.265 0.009 0.2 0.6 0.0
H -1.402 2.240 -1.270 -0.2 0.4 -0.3
H -2.833 2.185 -0.421 0.0 -0.2 -0.1
H -0.085 1.604 0.552 0.0 0.2 0.0
H -1.150 0.309 0.144 -0.4 0.2 -0.6
H -1.508 1.272 1.521 -0.4 0.5 0.2
```
Positions in Å, forces in eV/Å.

**Kohn-Sham gap**: 0.3065 hartree
**Multiplicity**: 1
**Net charge**: +1


Molecular formula: C2H10NS
Method: DFT, the ωB97M-V functional and the def2-TZVPD basis

Geometry as XYZ:
```
14
Properties=species:S:1:pos:R:3:forces:R:3
C 0.567 0.818 -1.325 -0.2 1.4 -1.0
S 2.144 1.305 -2.081 0.1 -0.2 0.1
H 1.776 0.941 -3.311 0.1 0.1 -0.2
H 0.703 0.941 -0.255 0.0 -0.8 0.2
H 0.196 -0.084 -1.805 0.2 -0.5 0.7
H -0.177 1.573 -1.578 -0.1 0.2 0.0
C -0.584 -0.294 1.939 -0.6 0.1 0.5
N -0.656 -1.129 0.680 -0.6 0.5 -0.1
H 0.220 -1.455 0.270 0.2 0.1 0.3
H -1.298 -1.920 0.745 0.1 -0.1 0.3
H -1.068 -0.485 0.004 0.2 -0.3 -0.4
H -0.948 -0.837 2.808 0.3 -0.3 -0.2
H -1.279 0.528 1.786 0.1 0.1 0.0
H 0.404 0.099 2.123 0.3 -0.1 -0.2
```
Positions in Å, forces in eV/Å.

**Kohn-Sham gap**: 0.3105 hartree
**Multiplicity**: 1
**Net charge**: +1


Molecular formula: C2H10NS
Method: DFT, the ωB97M-V functional and the def2-TZVPD basis

Geometry as XYZ:
```
14
Properties=species:S:1:pos:R:3:forces:R:3
N -2.255 1.408 -0.432 0.2 0.1 0.1
H -1.370 1.079 -0.036 -0.1 0.3 -0.2
H -2.415 2.371 -0.114 -0.2 -0.1 0.2
H -2.219 1.428 -1.456 0.0 -0.2 0.0
H -2.988 0.771 -0.105 -0.3 0.3 -0.1
C 1.481 1.031 -0.011 0.8 -0.6 0.0
C 0.837 -0.023 0.894 -0.3 -0.4 0.3
S 0.287 -1.465 -0.058 0.9 0.4 0.3
H 0.969 1.239 -0.947 -0.2 0.1 0.1
H 2.465 0.627 -0.265 0.0 0.1 -0.3
H 1.711 1.934 0.544 -0.3 0.2 0.2
H 1.574 -0.406 1.621 0.1 -0.1 -0.2
H 0.013 0.247 1.543 -0.4 0.3 0.0
H 1.452 -1.426 -0.754 -0.2 -0.5 -0.3
```
Positions in Å, forces in eV/Å.

**Kohn-Sham gap (alpha / beta)**: 0.4691 / 0.3139 hartree
**Multiplicity**: 2
**Net charge**: +2


Molecular formula: C2H10NS2
Method: DFT, the ωB97M-V functional and the def2-TZVPD basis

Geometry as XYZ:
```
15
Properties=species:S:1:pos:R:3:forces:R:3
C 2.587 -0.337 1.209 -0.9 -0.9 -1.8
N 2.102 0.394 -0.024 0.8 1.3 -1.4
H 1.792 -0.185 1.876 -0.7 0.3 1.3
H 2.637 -1.404 1.047 0.3 -0.1 -0.4
H 3.505 0.059 1.514 1.2 0.6 0.5
H 2.725 0.594 -0.855 0.0 -0.9 1.3
H 1.879 1.350 0.295 -0.5 -0.4 -0.2
H 1.264 -0.005 -0.464 -0.2 0.1 0.6
C -3.256 -0.714 -0.988 -1.0 1.4 0.5
S -1.549 -0.020 -1.447 -1.3 -1.2 0.7
S -1.160 0.747 0.426 0.0 1.1 -0.6
H -3.387 -1.788 -0.891 0.8 -0.2 -0.2
H -3.985 -0.371 -1.784 0.8 -0.2 1.1
H -3.509 -0.281 0.060 0.3 -0.5 -2.1
H -1.646 1.963 0.027 0.4 -0.3 0.8
```
Positions in Å, forces in eV/Å.

**Kohn-Sham gap**: 0.3346 hartree
**Multiplicity**: 1
**Net charge**: +1


Molecular formula: C2H10NS3
Method: DFT, the ωB97M-V functional and the def2-TZVPD basis

Geometry as XYZ:
```
16
Properties=species:S:1:pos:R:3:forces:R:3
C 0.042 1.306 0.360 0.8 -0.6 -1.0
C 0.007 0.918 -1.121 -0.1 0.2 0.2
S -1.364 1.872 -1.885 0.3 -0.5 0.1
N 0.960 0.358 1.100 -0.3 0.1 0.9
H -0.950 1.179 0.780 0.0 0.4 0.3
H 0.508 2.281 0.449 -0.5 0.3 0.3
H -0.112 -0.163 -1.222 -0.3 0.0 -0.1
H 0.938 1.193 -1.616 0.1 0.0 0.1
H -1.171 1.305 -3.080 -0.1 0.1 -0.1
H 1.143 0.699 2.048 0.0 0.1 -0.1
H 1.872 0.214 0.663 -0.1 0.1 -0.2
H 0.531 -0.571 1.238 0.2 -0.3 -0.4
S -1.633 -2.945 0.937 0.0 -0.2 0.0
S 0.440 -2.972 0.975 -0.3 0.3 -0.2
H -1.871 -1.637 0.731 0.1 0.0 0.0
H 0.663 -3.035 -0.357 0.0 -0.1 0.2
```
Positions in Å, forces in eV/Å.

**Kohn-Sham gap**: 0.3444 hartree
**Multiplicity**: 1
**Net charge**: +1


Molecular formula: C2H10NSi
Method: DFT, the ωB97M-V functional and the def2-TZVPD basis

Geometry as XYZ:
```
14
Properties=species:S:1:pos:R:3:forces:R:3
C -0.596 -1.024 -0.835 -0.1 -1.6 0.4
C -0.215 0.347 -0.546 -1.6 0.5 3.6
N -0.937 0.226 1.519 -0.3 3.5 -1.9
Si 1.654 0.597 -0.548 0.8 0.4 2.0
H -0.116 -1.164 -1.809 -0.2 -0.8 -0.2
H -0.242 -1.856 -0.089 0.1 1.7 -1.5
H -1.658 -1.159 -0.862 -0.6 -0.1 -0.5
H -1.001 1.157 -0.467 1.2 -1.0 -1.3
H -1.717 -0.394 1.454 -0.6 -0.3 0.0
H -1.272 1.266 1.676 1.2 -3.0 0.3
H -0.222 -0.160 2.093 0.5 0.3 0.9
H 2.327 -0.616 -0.994 -0.1 -0.3 0.1
H 2.084 1.124 0.818 -0.4 -0.6 -0.6
H 1.911 1.656 -1.409 0.2 1.4 -1.4
```
Positions in Å, forces in eV/Å.

**Kohn-Sham gap**: 0.3831 hartree
**Multiplicity**: 1
**Net charge**: +1


Molecular formula: C2H10O2S2
Method: DFT, the ωB97M-V functional and the def2-TZVPD basis

Geometry as XYZ:
```
16
Properties=species:S:1:pos:R:3:forces:R:3
C -0.143 -0.488 -1.624 4.5 1.0 5.5
S -1.461 0.003 -0.476 -0.2 -0.3 0.2
S -0.440 1.402 0.644 0.1 0.3 0.4
C -0.885 1.193 2.415 -0.8 -1.3 -0.3
H -0.556 -0.665 -2.490 -2.0 0.0 -4.9
H 0.409 -1.442 -1.402 -0.6 0.7 0.5
H 0.687 0.343 -1.516 -1.9 -1.5 -1.0
H 0.024 1.278 3.006 -0.1 -0.3 0.0
H -1.506 0.286 2.647 1.2 0.3 -0.5
H -1.577 1.957 2.683 -0.2 1.0 0.1
H 0.493 -3.252 0.538 -0.4 5.5 0.4
H 0.834 -4.335 -0.274 1.7 -1.5 -4.6
O 0.532 -4.134 0.535 -1.3 -3.9 4.2
H 3.733 1.826 -0.927 -0.3 -0.6 -0.7
H 2.613 0.747 -1.118 2.1 1.2 -1.3
O 3.396 1.201 -1.609 -1.8 -0.6 2.1
```
Positions in Å, forces in eV/Å.

**SMILES**: CSSC.O.O
**Kohn-Sham gap**: 0.3253 hartree
**Multiplicity**: 1


Calculated ΔE to the lowest compared entry with this formula, charge and spin in order - 69.6 100.7 1016.2 332.4 68.4 72.7 103.4 53.4 91.4 22.9 394.9 190.9 kJ/mol